Record 1
16
Properties=species:S:1:pos:R:3:forces:R:3:mulliken_charge:R:1 method="wB97M-V/def2-TZVPD" smiles=CC.CC e_tot_ha=-159.57982 homo_lumo_gap_ha=0.4758 de_lowest_kcal_mol=3.2 homo_energy_ev=-11.74
C 1.2293 1.0843 1.1294 0.34 0.01 -0.30 -0.709
C 0.0570 1.9424 0.6335 -0.47 -0.38 -0.06 -0.838
H 2.1611 1.3586 0.6235 -0.11 0.09 0.12 0.270
H 1.3832 1.2440 2.1922 0.10 -0.15 0.12 0.318
H 1.1296 0.0090 0.9430 -0.30 0.21 0.14 0.129
H -0.7331 1.3505 0.1596 0.24 -0.07 -0.12 0.231
H 0.3786 2.6854 -0.0979 -0.09 0.07 0.19 0.273
H -0.4660 2.4249 1.4627 0.28 0.23 -0.08 0.319
C -0.8060 -1.8370 -0.2116 -0.24 -0.19 0.36 -0.830
C -0.4764 -1.1893 -1.5407 0.06 0.05 -0.62 -0.777
H -1.1695 -1.1280 0.5417 0.11 0.07 -0.23 0.236
H -1.5991 -2.5852 -0.3058 0.20 -0.04 -0.08 0.327
H 0.0731 -2.3257 0.2134 -0.06 -0.02 0.01 0.256
H -1.3588 -0.9274 -2.1253 -0.18 0.00 0.16 0.283
H 0.0812 -0.2656 -1.4199 0.20 0.09 0.10 0.198
H 0.1159 -1.8408 -2.1978 -0.08 0.04 0.30 0.314



Record 2
16
Properties=species:S:1:pos:R:3:forces:R:3:mulliken_charge:R:1 method="wB97M-V/def2-TZVPD" smiles=CC.CC e_tot_ha=-159.48519 homo_lumo_gap_ha=0.4207 de_lowest_kcal_mol=62.6 homo_energy_ev=-10.43
C 1.1760 -0.3055 -2.3636 0.13 4.15 -2.57 -1.056
C 0.1801 0.5775 -1.6159 2.73 4.41 -2.24 0.353
H 0.6795 -0.9705 -2.9604 -1.26 -2.32 -1.18 0.322
H 1.7692 0.2985 -3.1936 -1.02 -0.88 1.81 0.267
H 1.8786 -0.7455 -1.7633 1.63 -1.20 1.60 0.382
H 0.7392 1.6515 -1.4452 -1.26 -2.40 -0.16 0.214
H 0.0061 0.2431 -0.6686 -0.80 -0.72 1.69 -0.767
H -0.7034 0.9084 -2.1816 0.13 -0.71 0.22 0.355
C -0.8656 -0.1814 2.7501 -1.73 -0.11 -0.25 -1.027
C -0.6058 -0.1717 1.3075 5.51 0.14 -3.28 -0.607
H -0.0027 0.0642 3.3407 -0.03 1.17 0.26 0.273
H -1.7875 0.4320 2.7528 0.53 -0.55 1.72 0.268
H -0.9574 -1.1814 2.9748 -1.38 -2.31 1.35 0.301
H 0.5267 0.0395 1.3812 -1.18 0.44 -1.05 0.285
H -1.0399 0.6985 0.8723 -0.23 0.48 -0.70 0.188
H -0.4170 -0.9513 0.4219 -1.75 0.41 2.79 0.250



Record 3
16
Properties=species:S:1:pos:R:3:forces:R:3:mulliken_charge:R:1 method="wB97M-V/def2-TZVPD" smiles=CC.CC e_tot_ha=-159.55791 homo_lumo_gap_ha=0.4596 de_lowest_kcal_mol=17.0 homo_energy_ev=-11.46
C 1.9231 -2.0839 -0.9477 -0.26 0.85 0.99 -0.660
C 2.2267 -0.8861 -0.0650 -0.97 1.33 1.51 -0.957
H 2.1321 -2.9612 -0.3393 0.34 -0.28 -0.38 0.238
H 0.8463 -2.1179 -1.1127 0.12 0.00 -0.68 0.232
H 2.5439 -1.9997 -1.8337 -0.30 -0.54 -0.28 0.252
H 3.2238 -0.9085 0.3677 0.13 0.09 -0.16 0.306
H 1.9898 0.1403 -0.3878 0.69 -0.39 -1.21 0.316
H 1.5315 -0.7759 0.7865 0.23 -1.06 0.22 0.273
C -2.0454 1.9276 1.0334 1.18 -0.92 -0.27 -0.804
C -2.1206 0.9189 -0.1700 0.74 2.09 0.71 -0.701
H -1.5321 1.4721 1.8879 -0.78 -0.30 0.20 0.257
H -1.3204 2.7257 0.8602 -0.66 0.47 -0.46 0.253
H -3.0535 2.2484 1.2547 0.15 0.48 0.47 0.268
H -3.1580 0.9229 -0.4739 -0.09 -0.95 -0.18 0.319
H -1.6315 0.0020 0.1248 -0.51 -0.54 -0.32 0.178
H -1.5556 1.3752 -0.9851 -0.01 -0.34 -0.17 0.227